(1)
A structure of composition C34H39HfN5O3P2S in a non-equilibrium geometry. Source: the Open Molecules 2025 dataset; level of theory: wB97M-V/def2-TZVPD.

```
85
C34H39HfN5O3P2S (wB97M-V/def2-TZVPD)
Hf 0.86 -1.49 -0.83
C -4.33 2.84 -1.19
C -3.40 3.60 -0.59
C -3.31 3.89 0.88
C -3.73 2.76 1.86
C -3.41 1.32 1.58
C -3.93 0.56 0.59
C -5.32 0.83 0.12
C -5.53 2.24 -0.52
C 0.67 -3.46 0.16
H -4.30 2.72 -2.28
H -2.75 4.23 -1.21
H -3.94 4.77 1.13
H -2.29 4.23 1.11
H -3.26 3.01 2.83
H -4.80 2.87 2.05
H -2.98 0.80 2.47
H -3.44 -0.34 0.20
H -6.01 0.77 1.00
H -5.69 0.06 -0.57
H -6.35 2.16 -1.25
H -5.91 2.90 0.27
H 0.88 -4.21 -0.63
H -0.24 -3.78 0.68
H 1.50 -3.54 0.88
P -0.04 -0.96 1.48
P 0.80 1.09 -0.71
N -1.62 -1.71 1.91
N 0.81 -1.36 3.04
N -0.52 1.00 -1.87
N 1.79 2.25 -1.45
C -0.45 0.80 1.72
C 0.15 1.86 0.78
C -2.32 -2.66 1.15
C -3.33 -3.21 1.93
C -3.31 -2.52 3.18
C -2.28 -1.59 3.13
C 1.05 -2.65 3.53
C 1.74 -2.56 4.73
C 1.94 -1.17 5.01
C 1.37 -0.46 3.95
C -0.93 -0.20 -2.48
C -1.94 0.11 -3.38
C -2.24 1.49 -3.25
C -1.37 2.00 -2.30
C 1.53 3.22 -2.43
C 2.69 3.97 -2.60
C 3.69 3.44 -1.71
C 3.12 2.40 -1.00
H -0.37 1.11 2.76
H -1.50 0.81 1.44
H -0.63 2.60 0.51
H 0.99 2.42 1.21
H -2.00 -2.89 0.14
H -3.96 -4.03 1.62
H -3.98 -2.71 4.01
H -1.96 -0.88 3.89
H 0.70 -3.48 2.96
H 2.03 -3.41 5.34
H 2.39 -0.75 5.89
H 1.30 0.59 3.78
H -0.40 -1.19 -2.33
H -2.39 -0.55 -4.10
H -2.99 2.05 -3.79
H -1.26 3.01 -1.92
H 0.57 3.29 -2.92
H 2.83 4.79 -3.28
H 4.71 3.80 -1.62
H 3.49 1.75 -0.24
O 2.98 -4.11 -3.74
S 3.43 -3.92 -2.38
O 3.38 -4.96 -1.39
N 2.63 -2.52 -1.73
C 3.48 -1.65 -1.17
O 2.91 -0.84 -0.30
C 4.83 -1.80 -1.65
C 5.93 -0.92 -1.58
C 7.11 -1.28 -2.25
C 7.20 -2.51 -2.92
C 6.12 -3.40 -2.93
C 4.94 -3.00 -2.33
H 5.86 0.02 -1.04
H 7.98 -0.61 -2.25
H 8.11 -2.82 -3.41
H 6.18 -4.37 -3.40
```

Results
gap between HOMO and LUMO	5.262	eV
LUMO energy	-7.85	eV
energy	-2946.6818	hartree
HOMO level	-13.1	eV
charge	+2
energy above the lowest of the compared OMol25 structures with the same formula, charge and spin	0.00	kJ/mol

(2)
A structure of composition C34H39InN4O7P2 in a non-equilibrium geometry. Source: the Open Molecules 2025 dataset; level of theory: wB97M-V/def2-TZVPD.

```
87
C34H39InN4O7P2 (wB97M-V/def2-TZVPD)
In -1.54 -0.50 -2.05
N 0.38 -1.96 -1.99
C 0.94 -1.80 -3.36
C 0.64 -0.44 -4.04
O 1.07 -0.28 -5.18
N -0.10 0.40 -3.27
C -0.58 1.63 -3.88
C -1.98 2.04 -3.44
O -2.47 3.06 -3.88
O -2.61 1.19 -2.69
H 0.40 -2.96 -1.68
H 1.07 -1.62 -1.28
H 2.04 -1.94 -3.39
H 0.40 -2.60 -3.90
H 0.03 2.52 -3.78
H -0.63 1.48 -4.95
N 0.59 1.14 0.70
P -0.87 0.36 0.44
C -1.31 -0.54 1.97
C -1.30 0.15 3.17
C -1.77 -0.54 4.28
C -2.10 -1.88 4.22
C -1.99 -2.56 3.02
C -1.59 -1.87 1.91
C -1.99 1.71 0.48
C -1.50 2.99 0.05
C -2.45 3.99 -0.06
C -3.82 3.74 0.19
C -4.26 2.50 0.69
C -3.31 1.49 0.74
P 2.08 0.44 0.25
C 2.90 1.99 -0.19
C 4.01 2.59 0.38
C 4.52 3.77 -0.11
C 3.96 4.52 -1.09
C 2.81 3.97 -1.78
C 2.36 2.74 -1.31
C 2.64 0.19 1.98
C 2.29 -1.26 2.68
C 1.84 -1.21 4.08
C 1.96 -0.09 4.82
C 2.21 1.23 4.19
C 2.49 1.32 2.88
H 0.52 1.85 1.43
H -1.07 1.26 3.23
H -1.70 -0.08 5.30
H -2.39 -2.41 5.15
H -2.26 -3.60 2.96
H -1.59 -2.28 0.90
H -0.47 3.11 -0.12
H -2.12 4.96 -0.37
H -4.54 4.53 0.17
H -5.27 2.22 0.85
H -3.78 0.51 0.97
H 4.59 2.18 1.21
H 5.47 4.06 0.37
H 4.60 5.29 -1.39
H 2.42 4.47 -2.65
H 1.59 2.33 -1.98
H 0.68 -2.11 2.04
H 1.45 -2.14 4.43
H 1.68 -0.11 5.90
H 2.26 2.11 4.78
H 2.41 2.29 2.44
C -4.23 -3.41 -3.77
C -3.10 -3.07 -2.84
C -2.13 -4.26 -2.61
O -2.29 -1.99 -3.54
C -3.57 -2.60 -1.48
O -4.51 -3.19 -0.99
O -2.86 -1.73 -0.87
H -3.94 -3.98 -4.68
H -4.74 -2.48 -4.00
H -4.93 -4.02 -3.25
H -1.47 -4.23 -3.50
H -2.67 -5.19 -2.45
H -1.51 -4.06 -1.75
H -2.81 -1.66 -4.31
C 4.30 -1.68 1.10
C 3.70 -0.85 2.24
N 4.65 -0.51 3.25
O 1.63 -2.16 1.82
H 5.14 -1.10 0.69
H 3.60 -1.92 0.30
H 4.72 -2.62 1.47
H 4.72 -1.17 4.02
H 4.37 0.33 3.75
```

Results
gap between HOMO and LUMO	8.916	eV
LUMO energy	0.19	eV
energy	-2937.5980	hartree
HOMO level	-8.7	eV
energy above the lowest of the compared OMol25 structures with the same formula, charge and spin	216.76	kJ/mol

(3)
A structure of composition C34H40Br4N3O2S3SiTl in a non-equilibrium geometry. Source: the Open Molecules 2025 dataset; level of theory: wB97M-V/def2-TZVPD.

```
88
C34H40Br4N3O2S3SiTl (wB97M-V/def2-TZVPD)
Tl 0.53 -0.46 0.06
C -0.84 0.10 4.93
C -0.43 -0.29 3.52
S 0.38 -1.92 3.42
C -0.85 -3.07 4.16
C -2.00 -3.51 3.27
S -2.82 -2.19 2.31
C -3.97 -1.35 3.46
C -3.51 -1.06 4.88
S -2.61 0.52 5.12
H -0.34 1.02 5.24
H -0.60 -0.67 5.66
H 0.33 0.38 3.13
H -1.28 -0.28 2.84
H -1.20 -2.61 5.08
H -0.25 -3.94 4.43
H -2.76 -4.04 3.86
H -1.62 -4.17 2.49
H -4.87 -1.97 3.51
H -4.20 -0.41 2.95
H -2.92 -1.87 5.30
H -4.40 -0.92 5.50
C -2.24 0.65 0.36
Si -2.94 1.11 -1.25
C -1.55 1.94 -2.27
N -0.27 1.25 -2.12
C 0.89 2.13 -2.20
C 1.19 2.65 -3.61
C 1.39 1.46 -4.55
C 0.14 0.59 -4.51
C -0.12 0.14 -3.06
C -4.45 2.29 -1.41
C -5.76 1.80 -1.39
C -6.86 2.63 -1.31
C -6.69 4.00 -1.22
C -5.40 4.52 -1.19
C -4.31 3.67 -1.27
C -3.65 -0.40 -2.17
C -4.41 -1.32 -1.45
C -5.02 -2.40 -2.05
C -4.88 -2.60 -3.42
C -4.13 -1.70 -4.16
C -3.54 -0.61 -3.54
H -2.93 0.11 1.01
H -1.82 1.49 0.91
H -1.42 2.94 -1.85
H -1.81 2.10 -3.33
H 1.75 1.55 -1.86
H 0.74 2.96 -1.50
H 2.08 3.27 -3.59
H 0.35 3.27 -3.96
H 2.24 0.88 -4.20
H 1.60 1.81 -5.57
H 0.27 -0.29 -5.15
H -0.71 1.15 -4.90
H 0.75 -0.45 -2.74
H -1.01 -0.48 -2.99
H -5.92 0.73 -1.46
H -7.86 2.21 -1.30
H -7.55 4.66 -1.17
H -5.25 5.59 -1.09
H -3.32 4.09 -1.24
H -4.50 -1.19 -0.38
H -5.61 -3.10 -1.47
H -5.35 -3.45 -3.91
H -4.01 -1.83 -5.23
H -2.97 0.08 -4.13
Br 6.50 3.67 2.16
C 5.35 2.53 1.15
C 5.82 1.90 0.01
Br 7.63 2.15 -0.55
C 4.96 1.06 -0.69
Br 5.55 0.18 -2.28
C 3.64 0.78 -0.31
O 2.90 -0.01 -0.99
C 3.14 1.45 0.90
O 1.96 1.26 1.33
C 4.04 2.30 1.55
Br 3.35 3.16 3.11
N -2.03 -3.46 -2.30
C -1.14 -3.89 -3.24
C 0.09 -3.75 -2.68
N -0.02 -3.22 -1.43
C -1.30 -3.05 -1.24
H -3.02 -3.33 -2.41
H -1.46 -4.28 -4.18
H 1.05 -3.98 -3.11
H -1.75 -2.64 -0.35
```

Results
gap between HOMO and LUMO	4.434	eV
LUMO energy	3.54	eV
energy	-13586.9796	hartree
HOMO level	-0.9	eV
charge	-2
energy above the lowest of the compared OMol25 structures with the same formula, charge and spin	0.00	kJ/mol

(4)
A structure of composition C34H40FeN4 in a non-equilibrium geometry. Source: the Open Molecules 2025 dataset; level of theory: wB97M-V/def2-TZVPD.

```
79
C34H40FeN4 (wB97M-V/def2-TZVPD)
Fe 0.85 -0.08 0.50
N 1.87 1.62 1.39
N -0.91 1.75 2.27
C 0.30 -2.18 0.44
C 0.49 -1.81 1.82
C 1.87 -1.44 2.00
C 2.49 -1.04 3.29
H 1.73 -0.77 4.03
H 3.15 -0.17 3.14
H 3.10 -1.83 3.74
C 2.54 -1.62 0.75
C 4.00 -1.45 0.54
H 4.60 -2.23 1.05
H 4.35 -0.49 0.94
H 4.28 -1.47 -0.52
C 1.58 -2.09 -0.21
C 1.84 -2.54 -1.60
H 2.61 -1.93 -2.10
H 0.94 -2.48 -2.21
H 2.17 -3.59 -1.63
C -0.57 -1.81 2.86
H -0.30 -2.33 3.79
H -1.49 -2.28 2.49
H -0.81 -0.77 3.12
C -0.98 -2.63 -0.16
H -1.15 -2.12 -1.12
H -1.82 -2.39 0.49
H -1.01 -3.72 -0.35
C 3.11 2.04 0.99
H 3.80 1.36 0.49
C 3.59 3.34 1.20
H 4.61 3.55 0.86
C 2.80 4.30 1.84
H 3.10 5.34 1.92
C 1.62 3.87 2.40
H 0.93 4.49 2.97
C 1.29 2.48 2.31
C 0.16 2.08 3.05
H 0.19 1.70 4.06
C -0.87 0.86 1.17
C -2.15 2.37 2.39
H -2.33 3.14 3.12
C -2.90 1.92 1.39
H -3.93 2.11 1.18
N -2.16 0.95 0.70
C -2.95 0.04 -0.10
C -3.92 -0.73 0.59
C -4.80 -1.53 -0.15
H -5.53 -2.14 0.39
C -4.79 -1.54 -1.54
C -5.69 -2.47 -2.31
H -5.11 -3.24 -2.84
H -6.27 -1.92 -3.06
H -6.38 -2.96 -1.62
C -3.98 -0.61 -2.20
H -4.05 -0.52 -3.29
C -3.12 0.25 -1.49
C -2.51 1.42 -2.22
H -2.93 2.38 -1.87
H -2.72 1.33 -3.30
H -1.41 1.48 -2.10
C -4.09 -0.67 2.07
H -4.64 0.24 2.38
H -3.14 -0.70 2.63
H -4.69 -1.53 2.39
N 0.96 0.72 -1.37
C 1.98 0.66 -2.41
C 3.32 0.75 -2.07
C 4.30 0.97 -3.04
C 3.94 0.93 -4.39
C 2.60 0.71 -4.74
C 1.60 0.57 -3.75
H 0.88 1.65 -0.96
H 0.04 0.47 -1.73
H 3.61 0.67 -1.03
H 5.32 1.15 -2.71
H 4.72 1.07 -5.15
H 2.32 0.66 -5.79
H 0.54 0.40 -4.01
```

Results
gap between HOMO and LUMO (alpha / beta)	2.647 / 3.938	eV
LUMO energy (alpha / beta)	2.36 / 2.36	eV
energy	-2802.1777	hartree
spin multiplicity	6
HOMO level (alpha / beta)	-0.3 / -1.6	eV
charge	-1
energy above the lowest of the compared OMol25 structures with the same formula, charge and spin	21.58	kJ/mol

(5)
A structure of composition C34H40Ge2IrNO5 in a non-equilibrium geometry. Source: the Open Molecules 2025 dataset; level of theory: wB97M-V/def2-TZVPD.

```
83
C34H40Ge2IrNO5 (wB97M-V/def2-TZVPD)
Ir 0.33 0.33 -0.85
O -0.95 4.14 1.09
C -0.77 2.96 0.53
O 0.13 2.72 -0.24
C -1.75 1.92 0.95
C -2.80 2.15 1.80
C -3.66 1.09 2.08
C -3.42 -0.14 1.52
C -2.31 -0.29 0.68
N -1.53 0.73 0.39
C -1.90 -1.63 0.10
O -2.70 -2.55 0.14
O -0.69 -1.65 -0.35
H -0.30 4.75 0.72
H -2.93 3.13 2.24
H -4.52 1.24 2.73
H -4.05 -1.00 1.70
C 3.13 0.70 4.18
Ge 2.01 1.69 2.94
C 0.61 2.60 3.94
C 3.04 2.91 1.82
Ge 1.60 -0.35 1.15
C 3.43 -0.94 0.88
C 4.02 -0.67 -0.36
C 5.31 -1.11 -0.64
C 6.03 -1.80 0.33
C 5.46 -2.07 1.57
C 4.16 -1.65 1.84
C 0.80 -1.48 2.51
C 1.10 -2.85 2.49
C 0.41 -3.73 3.31
C -0.60 -3.26 4.15
C -0.91 -1.91 4.17
C -0.22 -1.03 3.35
H 3.45 1.41 4.95
H 4.00 0.30 3.68
H 2.57 -0.11 4.65
H 1.13 3.06 4.79
H -0.14 1.90 4.33
H 0.12 3.38 3.35
H 3.06 3.89 2.29
H 2.62 2.99 0.82
H 4.06 2.52 1.74
H 3.47 -0.12 -1.11
H 5.76 -0.90 -1.60
H 7.03 -2.14 0.11
H 6.02 -2.61 2.32
H 3.71 -1.89 2.79
H 1.88 -3.23 1.84
H 0.65 -4.79 3.29
H -1.14 -3.95 4.78
H -1.69 -1.54 4.83
H -0.48 0.03 3.36
C -3.27 2.62 -2.00
C -3.50 1.80 -3.27
C -2.85 2.47 -4.48
C -3.06 0.35 -3.15
C -3.98 -0.66 -3.10
C -3.59 -2.01 -3.15
C -2.25 -2.36 -3.38
C -1.27 -1.41 -3.40
C 0.12 -1.76 -3.89
C 0.54 -0.87 -5.07
C 1.19 -1.77 -2.81
C -1.65 -0.03 -3.09
O -0.79 0.84 -2.74
H -3.68 3.62 -2.13
H -2.20 2.70 -1.80
H -3.76 2.16 -1.13
H -4.58 1.76 -3.44
H -1.78 2.57 -4.35
H -3.27 3.48 -4.61
H -3.05 1.91 -5.40
H -5.04 -0.41 -3.06
H -4.34 -2.78 -3.09
H -2.00 -3.40 -3.56
H 0.05 -2.79 -4.27
H 0.68 0.17 -4.75
H -0.22 -0.88 -5.86
H 1.47 -1.22 -5.50
H 1.30 -0.76 -2.36
H 2.17 -2.02 -3.23
H 0.96 -2.47 -2.01
```

Results
gap between HOMO and LUMO (alpha / beta)	6.620 / 6.423	eV
LUMO energy (alpha / beta)	-3.23 / -5.13	eV
energy	-6008.4115	hartree
spin multiplicity	6
HOMO level (alpha / beta)	-9.9 / -11.5	eV
charge	+1
energy above the lowest of the compared OMol25 structures with the same formula, charge and spin	16.03	kJ/mol